Record 1
The following is a quantum chemistry calculation of C24H29IN5OY as an isolated structure in a non-equilibrium geometry, from the OMol25 dataset.

Element x y z (Å)
C  1.921  -0.856  -4.385
I  -0.429  1.215  -3.399
H  1.152  -1.378  -5.109
H  2.804  -1.514  -4.505
H  1.970  0.177  -4.825
C  -0.666  4.594  0.098
C  -1.868  4.127  -0.351
N  -1.663  2.801  -0.713
C  -0.364  2.398  -0.513
N  0.249  3.540  -0.051
H  -0.327  5.563  0.512
H  -2.808  4.618  -0.453
C  1.940  -2.921  -0.275
C  1.495  -1.416  -1.914
N  2.194  -1.623  -0.717
H  0.777  -4.586  -1.217
N  1.026  -2.673  -2.229
H  2.301  -3.416  0.632
Y  -0.881  0.196  -0.938
C  1.984  -0.441  -2.994
O  2.765  0.428  -2.533
C  1.228  -3.557  -1.199
C  0.056  -2.788  -3.284
H  -0.953  -2.583  -2.919
H  0.110  -3.779  -3.710
H  0.297  -2.061  -4.034
C  2.700  -0.680  0.274
H  3.696  -0.965  0.636
H  2.057  -0.619  1.161
H  2.740  0.269  -0.202
C  1.590  3.595  0.432
H  1.905  4.656  0.515
H  2.260  3.049  -0.258
H  1.661  3.140  1.445
C  -2.755  1.940  -1.155
H  -2.492  1.539  -2.162
H  -3.664  2.542  -1.312
H  -2.956  1.097  -0.412
C  -0.400  2.943  3.770
C  -1.663  2.835  3.165
C  -1.977  1.724  2.381
C  -0.971  0.782  2.140
C  0.318  0.871  2.710
C  0.577  1.973  3.535
N  -1.230  -0.278  1.247
C  -1.182  -1.663  1.402
C  -1.678  -2.472  0.336
C  -1.609  -3.841  0.498
C  -1.150  -4.424  1.674
C  -0.638  -3.592  2.702
C  -0.681  -2.198  2.582
H  -0.196  3.791  4.403
H  -2.408  3.597  3.259
H  -2.949  1.595  1.885
H  1.094  0.158  2.470
H  1.558  2.057  3.967
H  -2.210  -2.037  -0.545
H  -1.919  -4.462  -0.315
H  -1.141  -5.477  1.839
H  -0.259  -3.984  3.597
H  -0.339  -1.526  3.361

Calculated values
Relative energy (zero: lowest compared OMol25 entry of this formula, charge and spin): 0.0 kJ/mol
Electronic energy: -43992.849 eV
Strongest force on any atom: 8.07 eV/Å
Total charge: -2
HOMO-LUMO gap (spin up / spin down): 1.82 / 3.56 eV

=====

Record 2
The following is a quantum chemistry calculation of CH5NO2P as an isolated structure in a non-equilibrium geometry, from the OMol25 dataset.

Element x y z (Å)
C  -0.100  -0.415  -0.723
N  -1.291  0.118  -0.206
O  2.557  0.755  2.085
O  1.005  0.319  0.522
P  2.579  0.115  0.782
H  0.121  -1.435  -0.609
H  0.047  -0.230  -1.709
H  -1.312  1.134  -0.449
H  -1.479  0.013  0.919
H  -2.126  -0.375  -0.612

Calculated values
Relative energy (zero: lowest compared OMol25 entry of this formula, charge and spin): 186.2 kJ/mol
Electronic energy: -15982.900 eV
Strongest force on any atom: 6.47 eV/Å
Total charge: +1
HOMO-LUMO gap: 9.60 eV

=====

Record 3
The following is a quantum chemistry calculation of a 16-piece molecular cluster, C32H72BBrCl2F3N19O40P overall in a non-equilibrium geometry, from the OMol25 dataset.

Element x y z (Å)
C  -1.220  1.722  3.829
C  -1.670  0.580  3.143
N  -0.784  -0.388  2.397
C  -0.124  -1.354  3.326
C  1.251  -0.702  3.870
O  1.837  -1.308  4.830
O  1.825  0.460  3.338
C  -0.649  -0.368  1.067
N  -1.232  0.554  0.198
Cl  -1.566  2.141  0.592
C  -1.549  0.129  -1.214
O  -2.945  0.470  -1.248
B  -3.515  1.223  -2.270
O  -3.801  0.843  -3.646
O  -3.982  2.572  -1.947
C  -0.629  0.787  -2.322
Br  1.196  -0.112  -2.468
C  -0.133  2.277  -2.222
C  -1.117  3.486  -2.443
C  -1.641  -1.526  -1.358
Cl  -3.361  -2.031  -0.808
C  -1.657  -1.979  -2.898
C  -2.454  -3.303  -3.270
C  -3.890  -3.023  -3.961
N  -5.168  -3.206  -3.265
O  -3.872  -2.665  -5.154
C  -0.598  -2.327  -0.429
C  0.339  -3.356  -1.268
P  -1.439  -3.615  0.734
O  -2.250  -3.030  1.876
O  -2.221  -4.866  -0.080
O  -0.117  -4.432  1.494
N  0.124  -1.446  0.486
C  1.535  -1.476  0.621
O  2.093  -2.481  1.569
C  3.459  -2.661  1.330
F  3.662  -3.556  0.251
F  4.006  -3.312  2.450
F  4.172  -1.465  1.174
H  -0.148  1.933  4.138
H  -1.979  2.507  4.156
H  -2.797  0.404  3.112
H  0.032  -2.397  2.915
H  -0.756  -1.493  4.276
H  2.444  0.774  4.043
H  -4.632  0.331  -3.694
H  -4.877  2.426  -1.556
H  -0.992  0.633  -3.401
H  0.690  2.427  -3.013
H  0.440  2.408  -1.231
H  -1.835  3.738  -1.607
H  -1.672  3.327  -3.427
H  -0.486  4.428  -2.613
H  -0.648  -2.037  -3.402
H  -2.212  -1.139  -3.459
H  -2.558  -4.091  -2.468
H  -1.861  -3.812  -4.114
H  -5.549  -2.291  -3.004
H  -4.997  -3.793  -2.431
H  0.846  -2.899  -2.162
H  -0.323  -4.205  -1.668
H  1.131  -3.853  -0.629
H  -1.563  -5.557  -0.335
H  -0.534  -5.154  2.010
H  2.181  -1.620  -0.317
H  1.899  -0.470  1.048
C  -2.170  -8.847  -2.161
N  -1.692  -8.145  -0.941
O  -0.835  -7.282  -1.086
O  -2.188  -8.478  0.115
H  -1.642  -8.447  -3.024
H  -1.956  -9.907  -2.034
H  -3.240  -8.666  -2.245
C  -3.453  6.284  -4.688
N  -2.185  5.795  -5.289
O  -1.811  6.327  -6.315
O  -1.609  4.888  -4.705
H  -3.850  7.082  -5.307
H  -4.145  5.443  -4.651
H  -3.222  6.650  -3.688
C  -4.015  -1.146  -7.501
N  -3.710  -0.544  -8.825
O  -2.699  -0.920  -9.393
O  -4.495  0.285  -9.247
H  -3.236  -1.862  -7.253
H  -4.042  -0.339  -6.771
H  -4.981  -1.640  -7.579
C  -2.681  6.011  3.162
N  -2.601  4.816  4.043
O  -3.639  4.228  4.289
O  -1.496  4.510  4.457
H  -3.718  6.163  2.871
H  -2.310  6.863  3.729
H  -2.059  5.817  2.289
C  6.322  -4.739  -1.405
N  6.636  -4.860  -2.855
O  7.738  -5.274  -3.155
O  5.761  -4.534  -3.639
H  7.188  -5.064  -0.833
H  6.096  -3.694  -1.202
H  5.464  -5.377  -1.201
C  4.937  -4.240  -6.690
N  4.789  -4.909  -8.009
O  3.731  -5.470  -8.239
O  5.740  -4.848  -8.766
H  4.020  -4.373  -6.122
H  5.778  -4.706  -6.178
H  5.125  -3.184  -6.875
C  3.751  -1.794  6.954
N  4.272  -1.111  8.167
O  5.133  -0.262  8.005
O  3.800  -1.450  9.237
H  4.259  -1.394  6.081
H  3.955  -2.859  7.064
H  2.683  -1.599  6.902
C  2.015  5.861  5.259
N  1.748  6.478  3.933
O  2.390  7.467  3.636
O  0.901  5.943  3.237
H  2.786  6.438  5.765
H  1.084  5.882  5.823
H  2.348  4.840  5.085
C  2.623  4.452  -0.539
N  1.540  5.465  -0.627
O  1.869  6.619  -0.818
O  0.395  5.063  -0.501
H  3.581  4.951  -0.668
H  2.559  3.989  0.445
H  2.457  3.724  -1.331
C  0.828  -5.991  -6.020
N  0.037  -6.002  -4.763
O  -0.933  -6.738  -4.712
O  0.420  -5.268  -3.866
H  0.376  -6.685  -6.726
H  0.807  -4.974  -6.412
H  1.843  -6.298  -5.773
C  -0.348  -1.043  8.941
N  -0.629  -0.413  7.625
O  0.016  0.580  7.329
O  -1.482  -0.936  6.938
H  0.429  -0.474  9.441
H  -1.270  -1.024  9.518
H  -0.020  -2.064  8.753
C  0.594  2.396  11.345
N  -0.123  1.222  11.906
O  -0.782  0.545  11.132
O  0.000  1.019  13.098
H  0.394  2.453  10.277
H  0.220  3.283  11.854
H  1.655  2.252  11.531
C  -7.083  9.488  -4.273
N  -5.988  8.719  -4.920
O  -4.844  8.988  -4.595
O  -6.315  7.872  -5.730
H  -6.646  10.203  -3.579
H  -7.633  10.002  -5.060
H  -7.717  8.777  -3.747
C  4.809  3.256  9.998
N  3.763  4.310  9.928
O  4.129  5.449  9.715
O  2.608  3.952  10.088
H  5.781  3.715  9.838
H  4.754  2.804  10.987
H  4.593  2.527  9.218
C  2.335  -0.910  -8.230
N  2.486  -2.107  -7.362
O  3.110  -1.976  -6.321
O  1.975  -3.138  -7.754
H  2.838  -0.069  -7.757
H  2.790  -1.142  -9.191
H  1.269  -0.713  -8.334

Calculated values
Relative energy (zero: lowest compared OMol25 entry of this formula, charge and spin): 524.7 kJ/mol
Electronic energy: -257720.020 eV
Strongest force on any atom: 5.62 eV/Å
Total charge: +1
HOMO-LUMO gap: 8.80 eV

=====

Record 4
The following is a quantum chemistry calculation of a 2-piece molecular cluster, C3H13N2O overall in a non-equilibrium geometry, from the OMol25 dataset.

Element x y z (Å)
N  -0.576  -0.363  -1.312
C  0.861  0.069  -0.859
C  0.806  1.543  -0.374
N  -0.387  1.612  0.566
C  -0.272  0.830  1.889
H  -1.067  -0.037  -0.539
H  -0.897  0.165  -2.055
H  -0.822  -1.298  -1.275
H  1.086  -0.649  0.001
H  1.363  0.012  -1.791
H  1.677  1.755  0.225
H  0.498  2.241  -1.056
H  -0.350  2.554  1.019
H  0.654  1.259  2.442
H  -0.245  -0.278  1.667
H  -1.232  1.028  2.515
H  -0.781  -3.857  -0.902
H  0.089  -3.481  0.278
O  -0.403  -3.107  -0.439

Calculated values
Relative energy (zero: lowest compared OMol25 entry of this formula, charge and spin): 195.9 kJ/mol
Electronic energy: -8341.952 eV
Strongest force on any atom: 5.18 eV/Å
Total charge: +1
HOMO-LUMO gap: 10.58 eV

=====

Record 5
The following is a quantum chemistry calculation of a 2-piece molecular cluster, C5H14NO overall in a non-equilibrium geometry, from the OMol25 dataset.

Element x y z (Å)
C  -0.442  0.522  -1.164
C  0.678  -0.533  -1.122
C  0.420  -1.989  -0.685
C  -0.767  -1.851  1.733
C  -0.649  -2.136  0.379
N  -0.622  1.294  0.157
H  -0.475  1.401  -1.785
H  -1.395  -0.004  -1.431
H  1.453  -0.010  -0.594
H  1.057  -0.582  -2.147
H  -0.076  -2.427  -1.540
H  1.354  -2.467  -0.346
H  0.220  -1.816  2.225
H  -1.663  -1.977  2.341
H  -1.497  -2.785  0.071
H  -1.489  1.800  0.334
H  0.095  2.098  0.075
H  -0.395  0.832  1.032
H  1.525  3.819  -0.097
H  1.414  3.234  1.459
O  1.093  3.220  0.549

Calculated values
Spin multiplicity: 2
Relative energy (zero: lowest compared OMol25 entry of this formula, charge and spin): 157.6 kJ/mol
Electronic energy: -8928.803 eV
Strongest force on any atom: 3.39 eV/Å
Total charge: +2
HOMO-LUMO gap (spin up / spin down): 10.47 / 7.13 eV